{"formula": "C5H16N2O3", "method": "wB97M-V/def2-TZVPD", "orbital_gap_ev": [11.511, 6.046], "lumo_energy_ha": [-0.105, -0.301], "multiplicity": 2, "e_tot_ha": -535.0621, "charge": 1, "de_lowest_ev": 0.000, "symbols": ["C", "N", "C", "C", "C", "C", "N", "O", "H", "H", "H", "H", "H", "H", "H", "H", "H", "H", "H", "H", "H", "H", "O", "H", "H", "O"], "coordinates": [[-1.131, 2.150, 0.839], [-1.118, 1.066, -0.133], [2.597, 0.334, -0.659], [1.337, 1.178, -0.651], [0.106, 0.322, -0.293], [-0.175, -0.605, -1.494], [0.049, -1.907, -1.296], [-0.575, -0.110, -2.526], [-0.610, 3.019, 0.422], [-0.656, 1.856, 1.772], [-2.169, 2.405, 1.051], [-1.532, 1.305, -1.046], [2.568, -0.451, -1.414], [3.491, 0.927, -0.857], [2.791, -0.126, 0.313], [1.435, 1.990, 0.073], [1.195, 1.633, -1.633], [0.284, -0.248, 0.623], [0.174, -2.308, -0.363], [-0.143, -2.542, -2.039], [-3.099, -1.425, 1.429], [-2.098, -0.337, 1.061], [-2.293, -0.997, 1.746], [-0.857, -2.038, 1.546], [0.446, -2.587, 2.184], [-0.016, -2.502, 1.347]]}